[1]
ORCA calculation (the ωB97M-V functional and the def2-TZVPD basis) on a structure of composition C6H18CrN5O11 at a distorted geometry.

Atoms and positions in Å:
Cr: 29.11 -19.06 -8.93
C: 27.84 -19.75 -6.12
O: 27.74 -19.55 -7.51
H: 27.84 -18.79 -5.61
H: 26.97 -20.30 -5.74
H: 28.75 -20.33 -5.93
C: 25.71 -22.69 -4.17
N: 25.01 -21.68 -3.34
O: 24.65 -20.64 -3.88
O: 24.81 -21.92 -2.18
H: 25.16 -23.60 -3.97
H: 26.73 -22.70 -3.80
H: 25.59 -22.35 -5.19
C: 27.56 -15.26 -6.84
N: 28.30 -15.69 -8.03
O: 28.80 -14.84 -8.71
O: 28.34 -16.88 -8.33
H: 28.15 -15.30 -5.93
H: 26.71 -15.93 -6.70
H: 27.17 -14.27 -7.04
C: 26.01 -17.31 -3.85
N: 25.88 -15.92 -3.29
O: 26.85 -15.45 -2.73
O: 24.79 -15.39 -3.36
H: 27.04 -17.61 -3.69
H: 25.98 -17.19 -4.94
H: 25.16 -17.81 -3.39
C: 31.70 -18.25 -5.14
N: 30.89 -17.52 -6.16
O: 30.54 -18.17 -7.14
O: 30.54 -16.39 -5.94
H: 31.05 -19.05 -4.78
H: 31.98 -17.60 -4.32
H: 32.56 -18.71 -5.61
C: 24.89 -20.97 -9.07
N: 24.12 -22.13 -8.50
O: 23.18 -22.50 -9.15
O: 24.46 -22.55 -7.43
H: 25.93 -21.25 -8.97
H: 24.67 -20.15 -8.39
H: 24.63 -20.83 -10.11

- ⟨S²⟩ = 6.149
- HOMO-LUMO gap (alpha / beta) (eV) = 7.41 / 7.91
- ΔE to the lowest compared entry with this formula, charge and spin (kcal/mol) = 0.0
- total charge = +1
- 2S+1 = 5

These are the Mulliken partial charges, in e, on atoms 1 to 6:
1. Cr 1.16
2. C 0.06
3. O -0.56
4. H -0.11
5. H -0.06
6. H 0.27

---

[2]
ORCA calculation (the ωB97M-V functional and the def2-TZVPD basis) on a structure of composition C6H18FO6Sr at a distorted geometry.

Atoms and positions in Å:
Sr: 8.64 -20.49 17.84
F: 9.90 -19.29 19.72
C: 11.16 -22.25 19.37
C: 11.54 -22.23 17.91
O: 11.00 -21.06 17.32
O: 9.74 -22.50 19.43
H: 11.33 -21.28 19.84
H: 11.76 -22.96 19.94
H: 11.29 -23.19 17.44
H: 12.63 -22.21 17.81
H: 11.60 -20.87 16.59
H: 9.50 -22.66 20.35
C: 5.36 -21.31 18.25
C: 6.19 -22.08 19.29
O: 7.20 -21.21 19.79
O: 6.08 -20.81 17.10
H: 5.15 -20.38 18.80
H: 4.39 -21.78 18.09
H: 6.59 -23.02 18.89
H: 5.48 -22.28 20.09
H: 7.44 -21.49 20.67
H: 5.81 -19.91 16.92
C: 8.32 -21.17 14.52
C: 8.73 -22.57 14.96
O: 8.85 -22.71 16.40
O: 8.85 -20.17 15.39
H: 7.24 -21.02 14.46
H: 8.81 -21.13 13.55
H: 9.78 -22.74 14.68
H: 8.18 -23.39 14.49
H: 9.21 -23.59 16.57
H: 8.87 -19.30 14.97

- HOMO-LUMO gap (eV) = 8.70
- ΔE to the lowest compared entry with this formula, charge and spin (kcal/mol) = 32.3
- total charge = +1

These are the Mulliken partial charges, in e, on atoms 1 to 6:
1. Sr 1.51
2. F -0.87
3. C -0.55
4. C -0.47
5. O -0.42
6. O -0.37

---

[3]
ORCA calculation (the ωB97M-V functional and the def2-TZVPD basis) on a structure of composition C6H18KO3.

Atoms and positions in Å:
K: -14.52 2.45 4.24
C: -16.99 -0.38 5.93
C: -15.48 -0.60 5.84
O: -14.74 0.55 6.28
H: -17.52 -1.30 5.67
H: -17.31 0.40 5.24
H: -17.27 -0.09 6.94
H: -15.17 -0.76 4.81
H: -15.18 -1.47 6.42
H: -14.97 0.73 7.20
C: -18.51 0.94 2.31
C: -17.64 2.17 2.22
O: -17.22 2.61 3.52
H: -17.98 0.12 2.80
H: -18.82 0.61 1.32
H: -19.42 1.15 2.88
H: -18.17 2.98 1.71
H: -16.73 1.95 1.66
H: -17.75 3.36 3.80
C: -14.10 -1.81 1.35
C: -14.64 -0.44 1.68
O: -13.79 0.29 2.57
H: -13.09 -1.74 0.94
H: -14.72 -2.29 0.59
H: -14.07 -2.44 2.23
H: -15.60 -0.53 2.20
H: -14.82 0.14 0.76
H: -12.91 0.32 2.19

- HOMO-LUMO gap (eV) = 10.82
- ΔE to the lowest compared entry with this formula, charge and spin (kcal/mol) = 15.2
- total charge = +1

These are the Mulliken partial charges, in e, on atoms 1 to 6:
1. K 0.94
2. C -0.80
3. C -0.08
4. O -0.54
5. H 0.32
6. H 0.10

---

[4]
ORCA calculation (the ωB97M-V functional and the def2-TZVPD basis) on a structure of composition C6H18KO6 at a distorted geometry.

Atoms and positions in Å:
K: 0.52 0.94 -0.02
C: -0.66 -0.01 3.93
C: 0.06 -0.99 4.87
O: 0.97 -0.32 5.68
O: -0.09 0.11 2.63
H: -0.57 0.99 4.34
H: -1.70 -0.36 3.85
H: 0.50 -1.74 4.18
H: -0.67 -1.60 5.40
H: 1.10 -0.79 6.51
H: 0.11 -0.76 2.26
C: -2.05 -1.36 -1.35
C: -2.64 -0.72 -0.08
O: -2.28 0.65 -0.01
O: -0.64 -1.38 -1.48
H: -2.40 -0.72 -2.17
H: -2.49 -2.35 -1.51
H: -2.29 -1.24 0.81
H: -3.71 -0.87 0.08
H: -2.85 1.17 -0.59
H: -0.29 -1.90 -0.73
C: 2.01 0.68 -4.27
C: 1.86 2.03 -3.63
O: 2.07 2.03 -2.23
O: 3.23 0.03 -3.98
H: 1.93 0.71 -5.36
H: 1.14 0.06 -3.97
H: 0.85 2.43 -3.82
H: 2.49 2.74 -4.20
H: 2.99 2.22 -2.04
H: 3.52 0.29 -3.10

- HOMO-LUMO gap (eV) = 9.80
- ΔE to the lowest compared entry with this formula, charge and spin (kcal/mol) = 22.6
- total charge = +1

These are the Mulliken partial charges, in e, on atoms 1 to 6:
1. K 0.89
2. C -0.44
3. C -0.29
4. O -0.51
5. O -0.44
6. H 0.27